1.
# C9H15N6

A gas-phase ion, C9H15N6 (charge +1) (wB97M-V/def2-TZVPD, the OMol25 dataset).

```
30
Properties=species:S:1:pos:R:3:nbo_charge:R:1
C -2.96 0.11 -0.21 -0.415
N -1.46 -0.05 0.02 -0.546
C -0.47 -0.39 -0.77 0.507
C 0.83 -0.19 -0.32 -0.267
C 1.44 0.38 0.88 0.377
N 0.76 0.73 2.00 -0.463
C 1.36 1.88 2.76 -0.416
C 0.20 -0.30 2.89 -0.397
N 2.63 0.61 0.64 -0.268
N 2.98 0.29 -0.62 -0.320
C 1.94 -0.23 -1.26 0.382
N 1.85 -0.55 -2.59 -0.403
C 0.62 -0.85 -2.87 0.315
N -0.53 -0.86 -2.08 -0.385
C -1.69 -1.25 -2.92 -0.427
H -3.20 0.33 -1.21 0.216
H -3.46 -0.87 0.18 0.232
H -3.16 0.98 0.41 0.235
H -1.24 0.35 0.92 0.441
H 1.45 2.72 1.94 0.211
H 0.81 2.22 3.62 0.223
H 2.38 1.63 3.00 0.209
H 1.07 -0.76 3.45 0.201
H -0.45 0.16 3.65 0.217
H -0.30 -0.94 2.34 0.184
H 3.90 0.50 -0.89 0.438
H 0.46 -1.37 -3.77 0.203
H -2.49 -1.22 -2.18 0.226
H -1.68 -0.65 -3.91 0.255
H -1.58 -2.39 -3.13 0.238
```

The structure (SMILES) is C/[NH+]=c1/c2c(N(C)C)n[nH]c2ncn1C. For the gap between HOMO and LUMO, the calculation gives 0.3272 hartree. As for the total charge: +1.

2.
# C9H15NO2

2 unconnected molecules or ions with the total composition C9H15NO2 (wB97M-V/def2-TZVPD, the OMol25 dataset).

```
27
Properties=species:S:1:pos:R:3:nbo_charge:R:1
C 3.31 -0.95 1.49 -0.599
C 2.72 -0.89 0.08 -0.393
C 1.47 -0.03 0.11 -0.334
C 0.55 0.01 -1.10 0.807
O 0.68 -0.39 -2.17 -0.538
O -0.56 0.67 -0.68 -0.523
C -0.59 0.72 0.75 -0.065
C 0.41 -0.36 1.15 -0.237
C -0.21 -1.75 1.03 -0.622
H 4.33 -1.31 1.48 0.216
H 3.25 0.04 1.91 0.197
H 2.70 -1.57 2.12 0.201
H 2.46 -1.89 -0.26 0.209
H 3.45 -0.45 -0.58 0.215
H 1.78 0.99 0.30 0.224
H -1.59 0.66 1.15 0.204
H -0.16 1.67 1.05 0.172
H 0.70 -0.22 2.18 0.218
H 0.54 -2.53 0.99 0.214
H -0.83 -1.77 0.15 0.214
H -0.83 -1.97 1.88 0.220
C -3.64 1.87 -2.55 -0.723
C -4.55 1.98 -1.42 0.292
N -5.25 2.06 -0.53 -0.341
H -2.98 1.02 -2.42 0.266
H -4.20 1.74 -3.47 0.251
H -3.03 2.77 -2.63 0.253
```

The structure (SMILES) is CC[C@H]1C(=O)OC[C@H]1C.CC#N. For the gap between HOMO and LUMO, the calculation gives 0.4065 hartree.

3.
# C9H15NO2S

C9H15NO2S in the gas phase (wB97M-V/def2-TZVPD, the OMol25 dataset).

```
28
Properties=species:S:1:pos:R:3:nbo_charge:R:1
C 1.12 -1.52 -2.41 -0.020
C 1.31 -0.19 -2.64 -0.398
C -0.46 -1.50 -0.62 0.707
C 0.66 0.39 -0.14 0.148
C -0.38 0.39 2.14 -0.601
C -1.49 1.54 0.19 -0.607
C 0.63 2.52 1.02 -0.603
C -0.47 -3.51 -1.80 -0.407
C -0.17 1.24 0.85 -0.153
N -0.04 -2.10 -1.73 -0.492
O -1.33 -1.79 0.16 -0.617
O 1.93 -0.10 0.18 -0.746
S 0.70 1.17 -1.71 0.274
H 1.71 -2.35 -2.76 0.210
H 2.27 0.04 -3.24 0.236
H 0.52 -0.18 2.54 0.203
H -1.17 -0.29 2.17 0.234
H -0.68 1.13 2.82 0.206
H -2.18 0.72 0.13 0.235
H -2.15 2.15 0.77 0.212
H -1.32 2.02 -0.66 0.211
H -0.05 3.30 1.52 0.210
H 0.97 2.88 0.15 0.207
H 1.52 2.51 1.72 0.225
H -0.52 -3.71 -2.89 0.212
H 0.21 -4.26 -1.18 0.199
H -1.42 -3.59 -1.42 0.230
H 1.79 -0.95 0.64 0.484
```

For the gap between HOMO and LUMO, the calculation gives 0.3007 hartree.

4.
# C9H15NO2S

C9H15NO2S in the gas phase (wB97M-V/def2-TZVPD, the OMol25 dataset).

```
28
Properties=species:S:1:pos:R:3:nbo_charge:R:1
C -0.85 -2.59 -0.96 -0.178
C -0.43 -1.47 -0.85 -0.050
C 1.02 0.39 -1.52 -0.114
C 0.14 -0.21 -0.42 0.067
C -1.56 0.08 1.55 -0.633
C -2.12 0.89 -0.87 -0.605
C -0.37 2.17 0.27 -0.616
C 1.82 -1.84 0.98 -0.454
C -1.05 0.72 0.23 0.008
N 1.39 -0.52 0.79 -0.664
O 3.85 0.06 0.52 -0.926
O 2.10 1.17 -1.06 -0.713
S 2.57 0.73 0.52 1.655
H -1.40 -3.49 -1.08 0.241
H 1.52 -0.46 -2.04 0.201
H 0.41 1.01 -2.36 0.214
H -0.71 -0.15 2.18 0.235
H -2.18 -0.78 1.40 0.221
H -2.28 0.70 2.18 0.219
H -2.76 1.59 -0.64 0.207
H -1.66 1.01 -1.78 0.202
H -2.60 -0.05 -1.01 0.212
H -1.14 2.80 0.58 0.211
H -0.17 2.50 -0.74 0.210
H 0.60 2.21 0.86 0.212
H 1.63 -2.14 2.03 0.189
H 1.35 -2.56 0.28 0.218
H 2.87 -1.79 0.95 0.234
```

For the gap between HOMO and LUMO, the calculation gives 0.3692 hartree.

5.
# C9H15NO3

C9H15NO3 in the gas phase (wB97M-V/def2-TZVPD, the OMol25 dataset).

```
28
Properties=species:S:1:pos:R:3:nbo_charge:R:1
C -0.78 -0.33 1.51 0.672
C 1.27 -0.94 0.81 0.270
C 0.46 -0.67 2.08 -0.622
C 1.55 0.22 0.13 0.415
C -1.68 -0.51 -1.28 -0.608
C -3.96 -0.18 -0.11 -0.618
C 2.55 2.10 1.02 -0.258
C 2.41 -0.65 -1.88 -0.271
C -2.50 0.21 -0.17 -0.083
N -1.86 -0.12 1.03 -0.332
O 1.13 -2.06 0.30 -0.753
O 1.33 1.49 0.73 -0.563
O 2.28 0.51 -1.01 -0.527
H 0.92 0.10 2.68 0.287
H 0.57 -1.65 2.55 0.295
H -0.61 -0.40 -1.12 0.239
H -1.91 -1.57 -1.41 0.224
H -1.91 -0.01 -2.28 0.214
H -4.43 -0.54 -1.01 0.231
H -4.59 0.66 0.33 0.219
H -4.07 -1.06 0.54 0.223
H 2.97 2.61 0.14 0.184
H 3.27 1.27 1.32 0.173
H 2.48 2.85 1.84 0.182
H 2.15 -1.52 -1.28 0.247
H 3.53 -0.57 -2.39 0.165
H 1.84 -0.55 -2.73 0.168
H -2.44 1.32 -0.33 0.229
```

For the gap between HOMO and LUMO (alpha / beta), the calculation gives 0.2502 / 0.2504 hartree.

6.
# C9H15NOP

2 unconnected molecules or ions with the total composition C9H15NOP (wB97M-V/def2-TZVPD, the OMol25 dataset).

```
27
Properties=species:S:1:pos:R:3:nbo_charge:R:1
C 1.07 -2.27 -2.82 -0.200
C -0.08 -2.51 -2.05 -0.157
C 1.89 -1.25 -2.30 -0.153
C -0.45 -1.75 -0.91 -0.361
C 1.52 -0.44 -1.26 -0.370
C 0.35 -0.70 -0.66 0.172
C -0.13 2.38 -0.48 -0.604
C -1.09 2.08 0.73 -0.550
C -0.66 0.91 1.48 -0.071
N -1.78 0.01 2.07 -0.762
O 1.05 -0.65 2.80 -0.978
P 1.02 0.92 2.23 0.913
H 1.37 -2.70 -3.71 0.237
H -0.72 -3.34 -2.26 0.225
H 2.76 -1.00 -2.80 0.220
H -1.37 -1.89 -0.44 0.205
H 2.15 0.45 -1.02 0.247
H -0.19 1.51 -1.15 0.229
H 1.00 2.44 -0.28 0.221
H -0.25 3.34 -1.00 0.246
H -2.07 1.88 0.13 0.231
H -1.25 2.91 1.39 0.247
H -2.12 -0.62 1.30 0.442
H -1.57 -0.61 2.95 0.475
H -2.66 0.49 2.34 0.437
H 1.61 -1.13 2.16 0.507
H 0.61 1.55 3.56 -0.051
```

For the gap between HOMO and LUMO (alpha / beta), the calculation gives 0.2914 / 0.3276 hartree. As for the total charge: +1.

Which maximum force belongs to each record? In order, 5.6 4.7 5.9 5.7 5.5 4.7 eV/A.
Which ΔE to the lowest compared entry with this formula, charge and spin belongs to each record? In order, 18.8 10.8 92.9 116.9 164.2 94.4 kcal per mole.
Which E belongs to each record? In order, -18508.8015 -15161.1550 -25992.5272 -25991.4874 -17203.1796 -22391.2744 eV.